(1)
The following is a quantum chemistry calculation of 9 unconnected molecules or ions with the total composition C75H167N8O in a non-equilibrium geometry, from OMol25.

Cartesian coordinates (Å):
C 2.1925 2.2676 0.8579
C 2.0610 0.8227 0.4336
C 0.5604 0.5007 0.1615
O 2.8487 0.4448 -0.6395
H 3.2025 2.5661 1.1388
H 1.5034 2.4034 1.6914
H 1.8436 2.9187 0.0564
H 2.3377 0.2104 1.2919
H -0.0687 1.0173 0.8864
H 0.3745 -0.5691 0.2565
H 0.2374 0.8337 -0.8249
C 2.6846 -6.1395 0.8010
C 2.6615 -7.0930 -0.4450
C 3.4694 -6.5925 -1.5552
C 4.9553 -6.3257 -1.1489
N 5.9371 -6.4412 -2.3656
C 6.1553 -7.8784 -2.9258
C 7.5673 -8.0216 -3.2814
C 8.2517 -6.6653 -2.8490
C 7.3519 -6.0745 -1.8196
C 5.5244 -5.4419 -3.4530
H 2.8590 -5.0843 0.5908
H 3.3208 -6.5029 1.6081
H 1.7338 -6.1641 1.3335
H 1.6033 -7.1128 -0.7053
H 2.8731 -8.1510 -0.2902
H 3.0773 -5.6005 -1.7794
H 3.3631 -7.2641 -2.4071
H 5.3274 -6.9568 -0.3419
H 5.0312 -5.3423 -0.6850
H 5.4753 -8.0625 -3.7576
H 6.0658 -8.5668 -2.0854
H 7.8009 -8.3087 -4.3067
H 7.9916 -8.8031 -2.6512
H 8.5279 -5.9559 -3.6291
H 9.1517 -6.9224 -2.2904
H 7.3255 -4.9995 -1.6413
H 7.4059 -6.6976 -0.9269
H 4.4527 -5.5295 -3.6314
H 6.0234 -5.6950 -4.3885
H 5.8581 -4.4638 -3.1064
C -0.7562 3.5857 -4.8254
C -1.6013 3.1215 -6.0616
C -1.3623 1.5485 -6.2979
C 0.1498 1.2734 -6.6966
N 0.5183 -0.0426 -7.3326
C -0.0034 -0.2739 -8.8290
C 1.1285 -1.0178 -9.6299
C 2.2463 -1.0372 -8.6397
C 2.0231 0.0328 -7.6278
C 0.0001 -1.3111 -6.4482
H 0.1512 2.9852 -4.7601
H -1.2197 3.2380 -3.9022
H -0.6809 4.6619 -4.6697
H -1.3513 3.7903 -6.8852
H -2.6616 3.3740 -6.0703
H -1.9552 1.1767 -7.1336
H -1.5559 0.8762 -5.4621
H 0.7475 1.1803 -5.7899
H 0.5465 1.9876 -7.4182
H -0.9709 -0.7751 -8.8583
H -0.1891 0.7176 -9.2419
H 0.9266 -1.9977 -10.0624
H 1.2890 -0.4626 -10.5540
H 2.2411 -2.0082 -8.1444
H 3.2628 -0.9140 -9.0133
H 2.5142 -0.0369 -6.6572
H 2.3273 1.0050 -8.0156
H -1.0219 -1.0889 -6.1412
H 0.6541 -1.4322 -5.5846
H 0.0201 -2.2497 -7.0020
C -2.6530 9.1438 1.7772
C -3.9067 9.9535 1.8925
C -4.9560 9.3583 2.8930
C -6.1559 10.3263 2.9627
N -7.3557 9.8451 3.8739
C -8.5902 10.7970 3.6437
C -9.7040 9.9528 4.0575
C -9.3971 8.5166 3.6741
C -7.8507 8.4467 3.4826
C -6.8724 9.7972 5.3289
H -2.0583 9.4520 0.9173
H -2.9210 8.0873 1.7876
H -1.9364 9.3827 2.5631
H -4.4115 10.0182 0.9286
H -3.6464 10.9409 2.2737
H -4.5389 9.3369 3.8998
H -5.3233 8.3713 2.6120
H -6.6311 10.3190 1.9818
H -5.9579 11.3779 3.1702
H -8.5181 11.7607 4.1479
H -8.6645 11.0720 2.5916
H -9.8929 10.1319 5.1159
H -10.5801 10.3435 3.5397
H -9.7160 7.8581 4.4822
H -9.9292 8.0304 2.8565
H -7.3744 7.7161 4.1364
H -7.5907 8.3330 2.4302
H -7.7387 9.3229 5.7901
H -6.8420 10.8564 5.5844
H -5.9278 9.2638 5.4349
C -6.2239 -4.9244 -2.7965
C -7.7311 -5.4135 -2.4279
C -8.6086 -5.4781 -3.6584
C -9.9201 -6.3694 -3.5429
N -10.6976 -6.5607 -4.9147
C -12.0066 -7.4052 -4.7807
C -12.3063 -8.0277 -6.1270
C -10.9383 -7.9799 -6.8306
C -9.9496 -7.3485 -5.9575
C -11.0764 -5.1461 -5.4934
H -6.2576 -3.9250 -3.2304
H -5.6622 -5.5222 -3.5143
H -5.6129 -5.1287 -1.9173
H -8.0956 -4.6810 -1.7077
H -7.8026 -6.3314 -1.8443
H -8.1107 -5.7521 -4.5885
H -8.9227 -4.4602 -3.8896
H -10.6656 -6.0659 -2.8079
H -9.7361 -7.4180 -3.3090
H -12.8075 -6.8885 -4.2518
H -11.5786 -8.1245 -4.0825
H -13.0045 -7.3555 -6.6257
H -12.6422 -9.0639 -6.0878
H -11.0875 -7.5305 -7.8124
H -10.6883 -8.9904 -7.1539
H -9.3538 -6.5582 -6.4142
H -9.3252 -8.0905 -5.4599
H -11.5299 -4.6683 -4.6250
H -11.8340 -5.3374 -6.2533
H -10.2473 -4.5924 -5.9340
C 6.1212 6.4071 -5.2660
C 6.2091 4.9346 -4.7033
C 7.6493 4.5365 -4.2690
C 7.8313 3.0521 -3.8615
N 9.0741 2.8673 -3.0005
C 9.0680 1.4421 -2.4180
C 10.1135 1.5090 -1.3547
C 10.0806 2.9206 -0.7730
C 9.2288 3.7077 -1.6767
C 10.2827 3.1142 -3.8776
H 5.0668 6.6671 -5.3600
H 6.4960 6.4123 -6.2895
H 6.5998 7.0890 -4.5630
H 5.8183 4.2206 -5.4283
H 5.5702 4.7568 -3.8383
H 8.0339 5.2513 -3.5415
H 8.3112 4.5754 -5.1341
H 7.8765 2.2966 -4.6459
H 7.0026 2.9017 -3.1696
H 9.1959 0.7220 -3.2262
H 8.1127 1.3040 -1.9115
H 11.1163 1.2145 -1.6641
H 9.9630 0.7667 -0.5708
H 11.0154 3.3803 -0.4522
H 9.4100 2.8469 0.0831
H 9.6742 4.6750 -1.9093
H 8.2508 3.9231 -1.2463
H 10.2972 4.1768 -4.1200
H 10.3125 2.4830 -4.7657
H 11.1226 3.0751 -3.1838
C 7.5761 -4.0296 5.7862
C 7.5089 -5.3927 6.5762
C 8.4831 -5.5033 7.7628
C 8.5227 -6.9462 8.2152
N 9.5632 -7.3072 9.2963
C 9.3190 -8.7692 9.7895
C 9.8409 -9.5776 8.6313
C 11.0599 -8.8802 8.1743
C 10.9441 -7.4490 8.6611
C 9.4921 -6.3026 10.4562
H 7.3589 -3.0998 6.3120
H 6.8384 -4.1943 5.0008
H 8.5441 -3.9920 5.2866
H 7.6084 -6.2621 5.9263
H 6.4845 -5.5550 6.9114
H 8.0693 -4.9546 8.6088
H 9.4254 -4.9921 7.5654
H 8.7557 -7.5342 7.3274
H 7.5110 -7.1738 8.5510
H 9.9791 -9.0278 10.6175
H 8.3182 -9.0005 10.1544
H 10.0690 -10.5774 9.0007
H 9.0381 -9.5306 7.8955
H 11.9472 -9.3724 8.5724
H 11.0256 -8.8987 7.0849
H 11.6005 -7.2335 9.5042
H 11.1053 -6.6267 7.9640
H 8.4812 -6.4962 10.8151
H 9.5520 -5.2660 10.1246
H 10.3634 -6.4435 11.0957
C 0.3072 -0.1120 6.9214
C 1.8221 -0.1547 7.2670
C 2.4115 1.0066 8.1791
C 2.6837 2.3413 7.5062
N 3.2692 3.4555 8.4260
C 4.8119 3.4250 8.6465
C 5.4244 4.0889 7.3778
C 4.3378 4.9736 6.7997
C 3.2456 4.9241 7.8613
C 2.5804 3.4403 9.7629
H 0.1064 -0.8391 6.1346
H -0.0015 0.8292 6.4664
H -0.3993 -0.3849 7.7053
H 2.3013 -0.1061 6.2892
H 1.9561 -1.1550 7.6787
H 3.4325 0.6603 8.3395
H 1.7802 1.1264 9.0596
H 1.8296 2.8517 7.0611
H 3.3226 2.2347 6.6295
H 5.0607 3.9961 9.5410
H 4.9972 2.3637 8.8119
H 6.3420 4.6633 7.5043
H 5.7030 3.3225 6.6546
H 4.7338 5.9822 6.6814
H 3.9740 4.6651 5.8196
H 3.5844 5.5648 8.6755
H 2.2243 5.1222 7.5360
H 2.9405 2.6449 10.4154
H 1.5014 3.3750 9.6231
H 2.7585 4.3494 10.3373
C -7.7916 1.9888 -0.2331
C -7.3384 2.4180 -1.5750
C -8.5379 2.2813 -2.5774
C -9.6720 3.3944 -2.4075
N -10.7740 3.4491 -3.4720
C -11.8551 4.4308 -3.1241
C -13.2502 3.9336 -3.6064
C -12.9989 2.4579 -3.9120
C -11.5523 2.1363 -3.4397
C -10.2886 3.6651 -4.9268
H -8.5659 2.7091 0.0310
H -6.8951 1.9320 0.3842
H -8.2270 0.9924 -0.1575
H -6.6328 1.6899 -1.9750
H -6.8868 3.4096 -1.6049
H -8.9641 1.2782 -2.5673
H -8.0561 2.4192 -3.5454
H -9.2238 4.3864 -2.4645
H -10.1783 3.3438 -1.4435
H -11.6706 5.3892 -3.6095
H -11.8747 4.4528 -2.0345
H -13.4877 4.4233 -4.5508
H -14.0496 4.1416 -2.8952
H -13.1151 2.4022 -4.9944
H -13.6017 1.6540 -3.4893
H -11.0664 1.3575 -4.0275
H -11.5609 1.7529 -2.4194
H -11.0323 3.8296 -5.7064
H -9.7497 2.7587 -5.2028
H -9.7064 4.5865 -4.9092

ΔE to the lowest compared entry with this formula, charge and spin = 0.00 kJ/mol
E = -94379.9513 eV
total charge = +7

(2)
The following is a quantum chemistry calculation of a molecular structure, C45H34AsClCoN5O2P, from OMol25.

Cartesian coordinates (Å):
Co -1.9106 0.5348 -0.4911
Cl -8.7615 -1.6993 -0.7640
C -7.0925 -1.3041 -1.0512
C -6.3345 -2.1035 -1.9257
C -5.0236 -1.8108 -2.1725
C -4.3621 -0.7167 -1.5392
O -3.1239 -0.5060 -1.7800
C -5.1606 0.0931 -0.6731
C -4.6691 1.2961 -0.0951
N -3.4422 1.7146 -0.1235
C -3.1176 2.9927 0.3713
C -3.9795 3.8821 0.9702
C -3.5358 5.1437 1.4064
C -2.2396 5.5347 1.2286
C -1.3282 4.6599 0.5971
C 0.0222 5.0030 0.3684
C 0.8419 4.1126 -0.2604
C 0.3135 2.8673 -0.6487
N -0.9274 2.5005 -0.4365
C -1.7636 3.3883 0.1721
C -6.5217 -0.2205 -0.4521
H -6.8040 -2.9538 -2.4033
H -4.4385 -2.4226 -2.8461
H -5.4335 1.9123 0.3737
H -5.0185 3.6329 1.1267
H -4.2437 5.8061 1.8864
H -1.8957 6.5054 1.5618
H 0.3846 5.9712 0.6914
H 1.8813 4.3330 -0.4586
H 0.9573 2.1550 -1.1393
H -7.1121 0.4100 0.2015
C 1.4522 -0.3776 -0.6724
C 2.6607 -1.3113 -0.7770
As 3.3758 -1.8313 1.0094
C 3.6775 0.0210 1.5568
C 4.5163 0.8925 0.8645
C 4.5913 2.2292 1.2225
C 3.8213 2.7117 2.2746
C 2.9856 1.8528 2.9697
C 2.9155 0.5097 2.6145
C 5.1733 -2.2876 0.4023
C 6.2949 -1.8814 1.1196
C 7.5646 -2.2872 0.7340
C 7.7277 -3.1092 -0.3712
C 6.6149 -3.5279 -1.0855
C 5.3451 -3.1233 -0.6983
P -0.2690 -0.9898 -0.8287
C -1.7952 0.2955 1.4127
C -0.9568 0.9870 2.2909
C -1.0598 0.8379 3.6673
C -2.0141 -0.0092 4.2132
C -2.8644 -0.7024 3.3658
C -2.7491 -0.5502 1.9898
C -0.2953 -1.6127 -2.5429
C -0.8103 -0.6836 -3.4487
C -0.8206 -0.9442 -4.8092
C -0.3299 -2.1497 -5.2864
C 0.1809 -3.0817 -4.3964
C 0.2098 -2.8144 -3.0352
H 1.4714 0.3044 -1.5286
H 1.5003 0.2569 0.2178
H 3.4691 -0.7749 -1.2776
H 2.4495 -2.1978 -1.3764
H 5.1225 0.5232 0.0444
H 5.2521 2.8967 0.6832
H 3.8801 3.7564 2.5532
H 2.3836 2.2229 3.7900
H 2.2453 -0.1532 3.1491
H 6.1812 -1.2358 1.9827
H 8.4287 -1.9608 1.2987
H 8.7176 -3.4266 -0.6721
H 6.7326 -4.1753 -1.9451
H 4.4869 -3.4757 -1.2593
H -0.1875 1.6500 1.9051
H -0.3844 1.3808 4.3193
H -2.0907 -0.1297 5.2862
H -3.6156 -1.3682 3.7742
H -3.4475 -1.0885 1.3527
H -1.2348 0.2469 -3.0903
H -1.2302 -0.2103 -5.4907
H -0.3496 -2.3640 -6.3471
H 0.5668 -4.0258 -4.7578
H 0.6254 -3.5629 -2.3795
O -2.3381 -3.1183 -0.6289
N -1.7926 -3.1453 0.4129
C -0.2948 -2.4740 0.3431
C 0.0554 -2.1076 1.7136
N 0.4270 -1.8375 2.7647
C 0.5356 -3.6213 0.0015
N 1.1310 -4.5593 -0.2898

ΔE to the lowest compared entry with this formula, charge and spin = 60.67 kJ/mol
<S²> = 0.77
E = -179035.7338 eV
2S+1 = 2
total charge = 0

(3)
The following is a quantum chemistry calculation of C3H4O3 in the gas phase in a non-equilibrium geometry, from OMol25.

Cartesian coordinates (Å):
C -1.1477 -0.1676 -0.0186
C -0.2691 1.0673 0.0364
C 1.0338 -0.8293 0.0015
H -0.3820 1.6494 0.9219
H -0.6091 1.7212 -0.8144
H 1.5043 -1.3647 -0.8013
H 1.4730 -1.1599 0.9482
O -2.3561 -0.2528 -0.0711
O 1.0805 0.5666 -0.1568
O -0.3275 -1.2302 -0.0457

ΔE to the lowest compared entry with this formula, charge and spin = 96.31 kJ/mol
E = -9317.7025 eV
structure (SMILES) = O=C1COCO1
total charge = 0

(4)
The following is a quantum chemistry calculation of a gas-phase ion, C8H9ClN3OS (charge +1) in a non-equilibrium geometry, from OMol25.

Cartesian coordinates (Å):
C -2.7132 -0.4815 -1.5851
C 3.0391 -0.0530 0.2571
C 2.2926 2.1212 -0.7434
C 1.6965 0.0559 -0.2038
C -2.7505 0.5261 -0.5923
C -0.8054 -0.4736 -0.5824
C -1.0124 1.1225 1.1771
C 0.6309 -0.9699 -0.1014
N 1.3794 1.2467 -0.7941
N -1.5268 0.4728 0.0501
N -1.4784 -1.0491 -1.5534
O 0.8935 -2.1120 -0.9498
S 3.7859 1.5569 0.0485
Cl -4.0156 1.5338 -0.2410
H -3.5017 -0.8049 -2.2233
H 3.4592 -0.9216 0.7035
H 2.3165 2.9483 -1.4383
H -0.4318 0.5197 1.8860
H -0.2445 1.8196 0.9041
H -1.7255 1.8484 1.6005
H 0.6062 -1.2509 0.9353
H -1.1401 -1.7176 -2.2123
H 1.9129 -2.2346 -1.1160

ΔE to the lowest compared entry with this formula, charge and spin = 0.00 kJ/mol
E = -38310.0186 eV
structure (SMILES) = Cn1c(Cl)c[nH+]c1[C@@H](O)c1cscn1
total charge = +1